No. 1
Here is a molecular structure, C28H29BF4MgN3O4Se2 at a distorted geometry from the OMol25 dataset. Energies are from wB97M-V/def2-TZVPD.

```
! wB97M-V def2-TZVPD RIJCOSX def2/J DEFGRID3
* xyz -1 1
Mg -0.17441 0.38081 0.06655
C -1.50959 -2.43129 3.59517
O -2.14264 -1.08241 3.60335
C -1.46774 -0.36252 2.68541
N -0.59927 -0.99297 1.95824
C -0.39681 -2.31411 2.56448
C -0.33546 -3.49943 1.68447
C -0.23015 -4.72154 2.39887
C -0.35287 -5.95789 1.77318
C -0.39243 -6.04191 0.41162
C -0.47858 -4.89530 -0.32133
C -0.41428 -3.60570 0.28491
C -2.03833 0.97129 2.43799
C -2.88214 1.58779 3.30936
C -3.26203 2.92930 2.93041
C -2.85664 3.51342 1.73935
C -2.08827 2.70212 0.91676
N -1.66940 1.44946 1.23948
C -1.38880 3.17171 -0.27876
N -0.57512 2.44993 -0.96315
C -0.27486 3.15623 -2.18923
C -0.80312 4.54080 -1.99218
O -1.59791 4.45498 -0.71057
C -0.88652 2.49439 -3.43012
C -2.11763 1.81086 -3.34301
C -2.64866 1.23645 -4.51508
C -1.96335 1.30156 -5.71090
C -0.79000 2.01520 -5.80931
C -0.24983 2.60046 -4.67372
H -2.32680 -3.08933 3.28742
H -1.12748 -2.71991 4.57808
H 0.57457 -2.30755 3.13194
H -0.22769 -4.69860 3.50369
H -0.48971 -6.82968 2.36814
H -0.41929 -7.02887 -0.03413
H -0.63827 -4.90817 -1.36665
H -0.48624 -2.73764 -0.33708
H -3.17459 1.12522 4.23144
H -3.77937 3.51676 3.66578
H -2.89659 4.63651 1.56176
H 0.82432 3.04939 -2.33209
H -1.44755 4.92985 -2.81722
H -0.03048 5.26875 -1.77958
H -2.78913 1.97620 -2.56910
H -3.54990 0.66635 -4.48377
H -2.35646 0.83658 -6.62540
H -0.28887 2.05133 -6.79799
H 0.72412 3.09081 -4.70834
O 3.35714 -2.08826 0.61285
C 3.16404 -0.96180 1.42107
C 3.87204 0.33250 0.91210
C 5.40119 0.13556 0.98748
O 5.87878 -0.87408 0.09586
C 3.47828 1.50480 1.84816
Se 1.64827 2.26662 1.72044
C 3.53172 0.73282 -0.54257
Se 2.04011 -0.20240 -1.44635
H 2.82972 -1.82264 -0.21039
H 3.53398 -1.19672 2.39993
H 2.12531 -0.73921 1.47355
H 5.78960 -0.06556 1.99841
H 5.84824 1.09477 0.64427
H 5.27815 -1.64522 0.15585
H 4.22077 2.33858 1.63455
H 3.57216 1.19211 2.88981
H 4.38291 0.55926 -1.20280
H 3.21182 1.76914 -0.59397
F -2.78850 -1.81201 -0.14361
B -2.60993 -1.24708 -1.39506
F -1.29160 -0.53127 -1.22560
F -3.50088 -0.25095 -1.76174
F -2.48107 -2.17864 -2.41134
*
```

Results
LUMO level   1.29 eV
Energy   -6977.2861 Eh
Frontier orbital gap   5.1 eV
E_HOMO   -3.8 eV

=====

No. 2
Here is a molecular structure, C28H29BN6PdSi at a distorted geometry from the OMol25 dataset. Energies are from wB97M-V/def2-TZVPD.

```
! wB97M-V def2-TZVPD RIJCOSX def2/J DEFGRID3
* xyz 2 5
H -0.71536 3.36851 0.72301
N 0.05360 1.96740 -0.68002
B 0.87432 0.85343 -2.83036
N 0.70507 2.08754 -1.89703
C 0.79998 3.39326 -2.21447
Pd -0.23160 0.00463 0.15420
H 1.25588 3.69110 -3.14238
C 0.21945 4.12971 -1.18450
H 0.12400 5.18976 -1.12918
C -0.23849 3.19529 -0.23666
H 1.36202 1.17497 -3.87617
C -1.61585 -2.69004 0.63069
H -2.20613 -2.61697 1.54532
H -0.80430 -3.40916 0.75152
H -2.25235 -2.94886 -0.22152
N -0.56860 0.27748 -2.94706
N 1.68949 -0.29142 -2.16260
N -1.19352 -0.11041 -1.77536
N 1.28428 -0.88832 -0.98113
C -1.38532 0.03164 -3.98961
C 2.62984 -1.06252 -2.73775
H -1.05686 0.29458 -4.98403
H 3.04131 -0.75856 -3.68482
C -2.54359 -0.54825 -3.49386
C 2.84265 -2.16948 -1.92988
C -2.38593 -0.62234 -2.10082
C 1.98161 -2.02772 -0.82663
H -3.39483 -0.88833 -4.05935
H 3.51241 -2.98117 -2.11361
H -3.03915 -1.01380 -1.33070
H 1.86060 -2.65247 0.05157
H -1.15678 -1.66753 0.41510
C 0.50782 4.64330 3.95362
C 1.51323 4.09133 3.15368
C 1.35699 2.80920 2.61198
C 0.19513 2.06519 2.86509
C -0.81227 2.62599 3.66468
C -0.65446 3.90992 4.20287
Si 0.13669 0.26094 2.32877
C 1.77114 -0.35811 3.03361
C 2.83788 -0.69127 2.19909
C 4.04934 -1.15555 2.73515
C 4.22274 -1.21217 4.12100
C 3.19122 -0.79217 4.96656
C 1.97465 -0.35948 4.42904
C -1.24964 -0.62267 3.21132
C -0.97450 -1.67818 4.09786
C -1.97996 -2.15088 4.95026
C -3.27209 -1.61893 4.87094
C -3.57881 -0.65366 3.90661
C -2.56957 -0.16981 3.06250
H 0.63506 5.64012 4.38094
H 2.43136 4.64628 2.95668
H 2.16542 2.36626 2.02349
H -1.70361 2.04495 3.90356
H -1.44349 4.33010 4.82811
H 2.72654 -0.58497 1.11661
H 4.85002 -1.46230 2.05792
H 5.16463 -1.56786 4.53887
H 3.33038 -0.79857 6.04804
H 1.18685 -0.01145 5.10162
H 0.03099 -2.10551 4.14129
H -1.74437 -2.93137 5.67800
H -4.04709 -1.96501 5.55551
H -4.59306 -0.25981 3.80554
H -2.80088 0.57719 2.29513
*
```

Results
⟨S²⟩   6.0280
LUMO level (spin up / spin down)   -5.97 / -10.82 eV
Energy   -1854.4567 Eh
Frontier orbital gap (spin up / spin down)   7.3 / 2.9 eV
E_HOMO (spin up / spin down)   -13.3 / -13.7 eV